# 1
{"formula": "C4H7N2O", "method": "ωB97M-V/def2-TZVPD", "symbols": ["C", "C", "C", "C", "N", "N", "O", "H", "H", "H", "H", "H", "H", "H"], "coordinates": [[-0.8606, -2.0070, -2.6235], [-0.1108, -0.9691, -2.5335], [-0.0505, 0.8219, 2.2491], [1.0447, 0.5074, 0.0808], [0.4855, 0.9367, 1.0961], [0.1252, 1.8142, 3.1263], [1.6726, 0.4075, -0.8620], [-1.7170, -2.1169, -1.9317], [-0.7874, -2.8660, -3.2937], [-0.3115, -0.1154, -1.9317], [-0.6288, -0.0662, 2.5488], [0.8008, -0.7897, -3.0725], [-0.1990, 1.6828, 4.1756], [0.5369, 2.7596, 2.9720]], "de_lowest_kj_mol": 265.66, "homo_ev": -13.14, "orbital_gap_ev": 7.5, "charge": 1}


# 2
{"formula": "C3H4N2O", "method": "ωB97M-V/def2-TZVPD", "symbols": ["C", "C", "C", "H", "H", "H", "H", "N", "N", "O"], "coordinates": [[-1.0783, 1.5133, 0.7293], [-0.1408, -0.5720, -0.2986], [1.1585, -0.1209, 0.0744], [-1.9429, 2.4406, -0.0990], [0.4215, 1.9459, 0.8277], [-1.6781, 1.1505, 2.1163], [-2.0735, -0.0722, -0.4730], [-1.1696, 0.3296, -0.2004], [2.2430, 0.1248, 0.3262], [-0.2346, -1.6961, -0.7853]], "de_lowest_kj_mol": 604.13, "homo_ev": -10.33, "orbital_gap_ev": 10.0, "charge": 0}


# 3
{"formula": "C35H73N3O22", "method": "ωB97M-V/def2-TZVPD", "symbols": ["C", "N", "O", "O", "H", "H", "H", "C", "N", "O", "O", "H", "H", "H", "C", "N", "O", "O", "H", "H", "H", "O", "C", "O", "C", "C", "C", "H", "H", "H", "H", "H", "H", "H", "H", "O", "C", "O", "C", "C", "C", "H", "H", "H", "H", "H", "H", "H", "H", "O", "C", "O", "C", "C", "C", "H", "H", "H", "H", "H", "H", "H", "H", "O", "C", "O", "C", "C", "C", "H", "H", "H", "H", "H", "H", "H", "H", "O", "C", "O", "C", "C", "C", "H", "H", "H", "H", "H", "H", "H", "H", "O", "C", "O", "C", "C", "C", "H", "H", "H", "H", "H", "H", "H", "H", "O", "C", "O", "C", "C", "C", "H", "H", "H", "H", "H", "H", "H", "H", "O", "C", "O", "C", "C", "C", "H", "H", "H", "H", "H", "H", "H", "H"], "coordinates": [[-0.5233, 0.2313, -0.4662], [-0.3676, -0.9605, 0.4145], [0.6789, -1.1078, 0.9986], [-1.3096, -1.7125, 0.4654], [0.4373, 0.3400, -0.9568], [-0.8634, 1.0945, 0.0925], [-1.2265, -0.1008, -1.2225], [1.5973, 0.6716, 3.5553], [0.9255, 1.9672, 3.3573], [1.3283, 2.9203, 4.0049], [0.0062, 2.0304, 2.5603], [2.1226, 0.4275, 2.6328], [0.8251, -0.0786, 3.7119], [2.2202, 0.7524, 4.4377], [-3.6202, -0.3596, 3.3161], [-4.1365, 0.0554, 1.9994], [-5.3124, -0.0644, 1.7707], [-3.3262, 0.4348, 1.1726], [-4.4095, -0.1515, 4.0312], [-2.6758, 0.1500, 3.4802], [-3.4120, -1.4303, 3.3109], [-0.3611, -1.2862, -3.3282], [-0.7630, -2.4065, -3.4882], [-1.2925, -2.8367, -4.6259], [-1.5754, -1.9412, -5.6757], [-2.9949, -1.3513, -5.5319], [-0.6843, -3.4817, -2.4479], [-1.5288, -2.4431, -6.6399], [-0.8530, -1.1237, -5.7379], [-3.7027, -2.1733, -5.6201], [-3.1148, -0.6445, -6.3550], [-3.1580, -0.7922, -4.6120], [-0.3064, -4.4200, -2.8560], [-1.6434, -3.6906, -1.9783], [0.0554, -3.1568, -1.7185], [3.9711, -1.2005, 1.6475], [4.0079, -2.1733, 2.3571], [5.0078, -2.5344, 3.1418], [6.0924, -1.6232, 3.3545], [6.8302, -2.0597, 4.6124], [2.8844, -3.1870, 2.4104], [5.6875, -0.6156, 3.4392], [6.8247, -1.6388, 2.5476], [6.5768, -1.5236, 5.5266], [7.9123, -1.9942, 4.5031], [6.6007, -3.1134, 4.7838], [3.2564, -4.2069, 2.3282], [2.2308, -3.0549, 1.5499], [2.2857, -3.0072, 3.3024], [1.6653, 1.1166, -6.3082], [1.9222, 0.8478, -5.1616], [2.3807, -0.3311, -4.7240], [2.4517, -1.3929, -5.6781], [3.1451, -2.5884, -5.0572], [1.8966, 1.8936, -4.0836], [3.0085, -1.0095, -6.5373], [1.4477, -1.6431, -6.0268], [2.9406, -3.4361, -5.7142], [2.6942, -2.8705, -4.1028], [4.2077, -2.4419, -4.8836], [2.9224, 2.0446, -3.7453], [1.2757, 1.6015, -3.2378], [1.4855, 2.8125, -4.4872], [-2.3518, -3.5725, 4.8364], [-1.1876, -3.4491, 4.5590], [-0.3005, -2.8101, 5.3608], [-0.8159, -2.2222, 6.5502], [0.0690, -1.0509, 6.9631], [-0.5608, -3.8745, 3.2683], [-0.7785, -2.9250, 7.3835], [-1.8296, -1.8441, 6.4230], [0.2150, -0.2776, 6.2159], [1.0326, -1.4335, 7.3070], [-0.3865, -0.5960, 7.8462], [-0.3910, -3.0023, 2.6348], [-1.2632, -4.5749, 2.8275], [0.4267, -4.2901, 3.4596], [-5.3090, -3.4401, 1.6883], [-4.6524, -4.1118, 0.9339], [-4.2941, -3.7602, -0.2983], [-4.6565, -2.4558, -0.7765], [-4.7662, -2.4862, -2.3011], [-4.2057, -5.5087, 1.2729], [-3.8857, -1.7368, -0.5071], [-5.6544, -2.1882, -0.4351], [-3.8240, -2.8212, -2.7318], [-4.9670, -1.4469, -2.5810], [-5.6534, -2.9971, -2.6718], [-4.8509, -5.8601, 2.0743], [-3.1822, -5.5289, 1.6375], [-4.3634, -6.1143, 0.3818], [-1.3821, 2.1718, -2.9422], [-2.3465, 1.9707, -3.6364], [-3.5664, 1.7077, -3.2097], [-3.8515, 1.8007, -1.8125], [-5.3327, 1.6220, -1.5325], [-2.2505, 2.0683, -5.1519], [-3.5611, 2.8102, -1.5090], [-3.2705, 1.0793, -1.2366], [-5.9266, 2.4218, -1.9774], [-5.5320, 1.6980, -0.4637], [-5.6918, 0.6516, -1.8742], [-2.9909, 2.7948, -5.4905], [-2.3281, 1.1118, -5.6563], [-1.2889, 2.5329, -5.3605], [-1.5634, 5.4204, 1.6180], [-0.7209, 4.8464, 0.9744], [0.5962, 4.8854, 1.1642], [1.1393, 5.8252, 2.0881], [1.8216, 6.9589, 1.3681], [-1.1043, 3.8264, -0.0853], [1.8291, 5.2705, 2.7238], [0.3675, 6.2328, 2.7450], [2.2663, 7.6770, 2.0549], [1.1378, 7.4879, 0.7020], [2.6072, 6.5387, 0.7342], [-1.9727, 3.2870, 0.2806], [-0.2702, 3.1398, -0.2260], [-1.2669, 4.3310, -1.0363], [5.8349, 3.2811, 0.2021], [4.9574, 4.0805, 0.0218], [3.6462, 3.9105, 0.2365], [3.1612, 2.6165, 0.5603], [2.8723, 1.7743, -0.6659], [5.2373, 5.4844, -0.4290], [2.2852, 2.7332, 1.1967], [3.8846, 2.0574, 1.1624], [2.5597, 0.7532, -0.4533], [3.6790, 1.8285, -1.3989], [2.0442, 2.1483, -1.2807], [4.3256, 5.9680, -0.7673], [6.0371, 5.4903, -1.1668], [5.6668, 6.0520, 0.4001]], "de_lowest_kj_mol": 46.34, "smiles": "C[N+](=O)[O-].C[N+](=O)[O-].C[N+](=O)[O-].CCOC(C)=O.CCOC(C)=O.CCOC(C)=O.CCOC(C)=O.CCOC(C)=O.CCOC(C)=O.CCOC(C)=O.CCOC(C)=O", "homo_ev": -9.87, "orbital_gap_ev": 10.0, "charge": 0}


The records above give, respectively, strongest force on any atom values of 0.0702, 0.1001, 0.0372 Eh/bohr.